Entry from OMol25: a structure of composition C9H26ClI2N2P2SV (ωB97M-V with the def2-TZVPD basis set).

* highest occupied orbital energy (alpha / beta): -18.649 / -18.728 eV
* net charge: +3
* multiplicity: 2
* maximum force: 0.05800 hartree/bohr
* E_tot: -3547.45364 Ha

Last column: Löwdin spin population.
CARTESIAN COORDINATES (ANGSTROEM)
I (1.6248, -0.4103, -2.5070)  0.58
I (-0.5619, 0.9182, 1.5892)  -0.04
V (0.4805, 1.5462, -0.8542)  -0.08
P (2.5580, 1.1131, 0.5305)  0.02
C (2.8062, -0.4400, 1.4271)  0.00
C (4.0677, 1.3325, -0.4525)  0.00
H (4.9246, 1.3850, 0.2265)  0.00
H (3.6991, 2.3974, 2.2108)  0.00
H (3.9720, 2.2647, -1.0246)  0.00
H (2.5148, 3.3845, 1.2885)  0.00
H (2.8102, -1.2712, 0.7138)  0.00
H (4.1960, 0.4961, -1.1461)  0.00
C (2.6921, 2.4212, 1.7826)  0.00
H (3.7783, -0.3971, 1.9463)  0.00
H (1.9555, 2.2773, 2.5783)  0.00
H (2.0109, -0.5846, 2.1652)  0.00
P (-1.6822, 1.6928, -1.8436)  0.00
C (-2.9547, 0.4028, -1.7799)  0.00
C (-2.5062, 3.1826, -1.2127)  0.00
H (-0.7796, 2.8775, -3.7238)  0.00
H (-2.4357, 2.2505, -4.0629)  0.00
H (-1.0236, 1.1480, -4.1036)  0.00
C (-1.4590, 2.0261, -3.6130)  0.00
H (-1.7929, 4.0123, -1.2372)  0.00
H (-3.3776, 3.4168, -1.8352)  0.00
H (-3.7665, 0.6486, -2.4811)  0.00
H (-3.3568, 0.3574, -0.7554)  0.00
H (-2.8405, 3.0220, -0.1830)  0.00
H (-2.5035, -0.5666, -2.0466)  0.00
Cl (1.0719, 3.6076, -1.3182)  0.03
C (0.1759, -4.2168, 2.0603)  0.00
N (0.1579, -3.4368, 0.8048)  0.00
C (-0.5783, -2.3260, 0.6234)  0.06
S (-0.1754, -1.1870, -0.6198)  0.35
N (-1.6946, -2.1194, 1.3398)  0.05
C (-2.6923, -3.1472, 1.6497)  0.01
H (-0.4770, -3.7379, 2.8091)  0.00
H (1.1978, -4.2405, 2.4596)  0.00
H (-0.1580, -5.2520, 1.8886)  0.00
H (0.9850, -3.4812, 0.2175)  0.00
H (-2.0493, -1.1555, 1.2894)  0.00
H (-2.8381, -3.1872, 2.7340)  0.00
H (-3.6498, -2.9118, 1.1611)  0.00
H (-2.3258, -4.1119, 1.3042)  0.00

Entry from OMol25: a cluster of 3 separate species, C22H40F4NO4 in total (ωB97M-V with the def2-TZVPD basis set).

* highest occupied orbital energy (alpha / beta): -7.728 / -9.226 eV
* net charge: 0
* multiplicity: 2
* maximum force: 0.02450 hartree/bohr
* E_tot: -1617.35475 Ha

Last column: Löwdin spin population.
CARTESIAN COORDINATES (ANGSTROEM)
C (4.1814, 1.4742, 1.2109)  0.01
C (3.8535, 1.1321, -0.2618)  0.02
C (4.7871, -0.0332, -0.6333)  0.01
C (2.3754, 0.6580, -0.3336)  0.01
C (1.4005, 1.2067, -1.4242)  0.00
C (0.8146, 0.0378, -2.2309)  0.00
C (1.7008, -0.6273, -3.2580)  0.00
F (2.8136, -1.2212, -2.6794)  0.00
C (0.2451, 1.9534, -0.6778)  0.00
C (-0.8882, 1.1264, -0.0841)  0.00
O (-0.4082, -0.0165, 0.5747)  0.00
C (-2.0401, 0.7800, -1.0612)  0.00
F (-3.2411, 1.0169, -0.4384)  0.00
F (-2.0473, -0.5356, -1.4215)  0.00
F (-2.0362, 1.5319, -2.1899)  0.00
C (2.0555, 2.2411, -2.3559)  0.02
C (3.1473, 3.1085, -1.7263)  0.02
C (3.7818, 3.9135, -2.8682)  0.00
C (2.5967, 4.1458, -0.7198)  0.01
N (4.2123, 2.3115, -1.0821)  0.39
O (5.3342, 2.2519, -1.6802)  0.51
H (3.3783, 2.0395, 1.6777)  0.00
H (4.3569, 0.5598, 1.7708)  0.00
H (5.0952, 2.0625, 1.2456)  0.00
H (4.4280, -0.9316, -0.1398)  0.00
H (5.7772, 0.1688, -0.2363)  0.00
H (4.8360, -0.1978, -1.7013)  0.00
H (1.9134, 0.8278, 0.6320)  0.00
H (2.4072, -0.4198, -0.4366)  0.00
H (0.4426, -0.7394, -1.5685)  0.00
H (-0.0505, 0.3884, -2.7972)  0.00
H (2.0215, 0.0427, -4.0517)  0.00
H (1.1277, -1.4201, -3.7409)  0.00
H (-0.1816, 2.7441, -1.2878)  0.00
H (0.7057, 2.4570, 0.1685)  0.00
H (-1.3825, 1.7621, 0.6536)  0.00
H (-1.0300, -0.2823, 1.2574)  0.00
H (2.4903, 1.7815, -3.2388)  0.00
H (1.2965, 2.9344, -2.7112)  0.00
H (3.0093, 4.5820, -3.2513)  0.00
H (4.5957, 4.5305, -2.5082)  0.00
H (4.1039, 3.2804, -3.6868)  0.00
H (3.0804, 5.1061, -0.8543)  0.00
H (2.8092, 3.8173, 0.2972)  0.00
H (1.5228, 4.2651, -0.8024)  0.00
C (-4.2187, -0.7291, 4.1411)  0.00
C (-2.9657, -0.3158, 4.9094)  0.00
C (-1.8912, -1.1406, 4.2158)  0.00
O (-2.3153, -1.2878, 2.8533)  0.00
C (-3.6828, -0.8701, 2.7247)  0.00
H (-5.0340, -0.0114, 4.2104)  0.00
H (-4.5800, -1.6930, 4.5053)  0.00
H (-2.7739, 0.7506, 4.7702)  0.00
H (-3.0211, -0.5145, 5.9780)  0.00
H (-1.8035, -2.1364, 4.6604)  0.00
H (-0.9098, -0.6661, 4.2338)  0.00
H (-3.7087, 0.0862, 2.1914)  0.00
H (-4.2261, -1.6088, 2.1340)  0.00
C (-2.9304, -3.6053, -0.3407)  0.00
C (-4.3819, -3.8180, -0.7617)  0.00
C (-4.6367, -5.2392, -0.2717)  0.00
O (-3.8241, -5.4147, 0.8925)  0.00
C (-2.8861, -4.3378, 0.9858)  0.00
H (-2.6432, -2.5605, -0.2444)  0.00
H (-2.2592, -4.0773, -1.0623)  0.00
H (-5.0340, -3.1171, -0.2342)  0.00
H (-4.5514, -3.6995, -1.8307)  0.00
H (-4.3400, -5.9788, -1.0232)  0.00
H (-5.6795, -5.4163, -0.0062)  0.00
H (-3.1940, -3.6723, 1.7990)  0.00
H (-1.9007, -4.7410, 1.2211)  0.00

Entry from OMol25: a structure of composition CH5NOSi (ωB97M-V with the def2-TZVPD basis set).

* highest occupied orbital energy: -8.464 eV
* net charge: 0
* maximum force: 0.08930 hartree/bohr
* E_tot: -460.51534 Ha

Last column: Löwdin charge in e.
CARTESIAN COORDINATES (ANGSTROEM)
C (0.2841, -0.8618, -0.3513)  -0.56
N (-1.0382, -0.9920, -0.8754)  0.05
O (1.2021, -1.5549, -0.6249)  -0.01
Si (0.6378, 1.2558, 0.7806)  0.71
H (-1.1817, -2.0078, -0.9541)  0.09
H (-1.7963, -0.4036, -0.4906)  0.08
H (-0.7184, 1.5927, 1.2468)  -0.13
H (1.8994, 0.8185, 1.5778)  -0.07
H (0.7112, 2.1530, -0.3088)  -0.16

Entry from OMol25: a structure of composition C24H20ClNPRuSe (ωB97M-V with the def2-TZVPD basis set).

* highest occupied orbital energy (alpha / beta): -9.952 / -10.745 eV
* net charge: +1
* multiplicity: 5
* maximum force: 0.07816 hartree/bohr
* E_tot: -4278.77139 Ha

Last column: Löwdin spin population.
CARTESIAN COORDINATES (ANGSTROEM)
C (-1.1047, -1.5366, 4.5198)  -0.01
C (-0.9871, -1.9403, 3.1516)  0.10
C (0.3367, -2.0640, 2.8106)  0.02
H (-1.8316, -2.1511, 2.5120)  0.01
C (1.1638, -1.6507, 3.9221)  0.01
C (0.2082, -1.7153, 5.0662)  0.16
H (0.5679, -2.0203, 6.0604)  0.01
H (-2.0672, -1.3690, 5.0198)  0.00
H (0.7712, -2.4539, 1.9001)  0.00
H (2.2447, -1.7255, 4.1164)  0.00
Ru (0.2082, 0.1973, 3.6917)  2.08
Cl (1.8096, 1.4078, 2.7402)  0.20
P (0.1153, 0.3464, -0.4982)  0.41
C (1.2136, -0.7116, -1.5218)  0.07
C (0.7851, -1.4290, -2.6493)  0.03
H (-0.2565, -1.3862, -2.9668)  0.00
C (1.6941, -2.2045, -3.3743)  0.00
H (1.3473, -2.7564, -4.2510)  0.00
C (3.0325, -2.2709, -2.9776)  0.04
H (3.7401, -2.8744, -3.5481)  0.00
C (3.4669, -1.5630, -1.8483)  0.00
H (4.5149, -1.6081, -1.5447)  0.00
C (2.5626, -0.7979, -1.1135)  0.03
H (2.8849, -0.2517, -0.2246)  0.00
C (-1.5299, -0.0859, -1.1871)  0.07
C (-2.1673, -1.2186, -0.6346)  0.03
H (-1.6676, -1.7835, 0.1553)  0.00
C (-3.4143, -1.6183, -1.1108)  0.00
H (-3.8929, -2.5085, -0.6964)  0.00
C (-4.0473, -0.8843, -2.1238)  0.04
H (-5.0239, -1.1986, -2.4941)  0.00
C (-3.4291, 0.2479, -2.6613)  0.00
H (-3.9178, 0.8273, -3.4480)  0.00
C (-2.1750, 0.6498, -2.1931)  0.03
H (-1.7042, 1.5367, -2.6164)  0.00
C (0.3997, 1.9925, -1.2618)  0.07
C (1.1103, 2.1933, -2.4552)  0.03
H (1.5385, 1.3468, -2.9920)  0.00
C (1.2736, 3.4848, -2.9643)  0.00
H (1.8262, 3.6268, -3.8958)  0.00
C (0.7353, 4.5818, -2.2858)  0.04
H (0.8624, 5.5879, -2.6878)  0.00
C (0.0324, 4.3903, -1.0887)  0.00
H (-0.3952, 5.2454, -0.5612)  0.00
C (-0.1245, 3.1064, -0.5711)  0.03
H (-0.6554, 2.9484, 0.3687)  0.00
Se (-0.1155, 0.3517, 8.3331)  0.29
C (-0.0526, 0.8538, 6.6401)  0.11
N (0.1135, 0.8551, 5.4394)  0.07